23
Properties=species:S:1:pos:R:3:forces:R:3:mulliken_charge:R:1 method="wB97M-V/def2-TZVPD" max_force_ha_per_bohr=0.0340 lumo_energy_ev=1.03 total_charge=0 relative_energy_kcal_mol=18.9 homo_lumo_gap_ev=9.82
C -3.98541 0.08922 0.67308 -0.6344 0.6442 -0.0992 -0.996
C -2.84148 -0.11930 1.66951 -0.1586 0.8400 -1.5232 -0.438
H -3.67861 0.71035 -0.17151 0.2734 -0.3967 -0.1880 0.293
H -4.44378 -0.82503 0.30303 0.1664 -0.1564 -0.0486 0.286
H -4.81344 0.68683 1.07500 0.1483 -0.1937 0.3705 0.301
H -2.12074 -0.79828 1.23172 -0.1700 -0.7048 0.3671 0.134
H -2.25912 0.80836 1.63351 -0.2478 0.0739 0.8733 0.085
H -3.23444 -0.39139 2.63969 0.4440 -0.0892 0.2578 0.361
C 3.08902 0.70122 -2.30551 0.6146 0.6804 1.1148 -1.332
C 1.58130 1.13300 -0.28261 0.3565 -0.1340 -1.1772 -0.352
C 2.29474 0.24863 -1.11842 -0.8523 -0.3593 1.3642 0.501
C 0.71514 0.64342 0.67625 -0.4838 0.0309 0.0883 -0.544
C 2.22104 -1.10143 -0.75081 0.0361 -0.6402 -1.3722 -0.349
C 0.46985 -0.71200 0.79880 1.0769 -0.5657 0.5776 -0.345
C 1.22043 -1.62864 0.04642 0.1337 1.1697 0.7482 -0.656
H 1.72536 2.19980 -0.42025 -0.2137 0.0139 -0.0271 0.342
H 0.13188 1.29924 1.31168 0.3133 0.2248 0.0416 0.349
H 3.05834 0.05536 -3.17526 -0.1149 -0.1980 0.0915 0.359
H 4.12392 0.82162 -1.95677 0.0325 -0.0360 -0.4682 0.296
H 2.95524 -1.77601 -1.18661 -0.3143 -0.0926 -0.3455 0.376
H -0.00013 -1.04464 1.71659 -0.7511 -0.1698 -0.4612 0.581
H 1.06466 -2.69141 0.15466 0.2667 -0.0751 0.1539 0.387
H 2.72624 1.69108 -2.56219 0.0785 0.1335 -0.3385 0.361